[1]
Here is C36H34AgN2O2S2 as an isolated structure from the OMol25 dataset. Energies are from ωB97M-V/def2-TZVPD.

Summary:
Spin multiplicity = 1
Total charge = +1
Energy relative to the best compared isomer or geometry (same formula, charge and spin) = 0.5209 eV
Kohn-Sham gap = 8.27 eV
LUMO = -2.3 eV
Calculated total energy = -2595.36845 Ha

Last column: Mulliken charge in e.
Geometry (Å):
C (-1.59, 3.06, 0.27)  -1.331
H (4.18, -1.30, -2.23)  0.352
H (2.03, -2.67, -2.93)  0.564
H (-5.02, -2.00, 5.45)  0.377
S (1.80, -1.34, -0.58)  -0.386
H (2.25, 1.19, 0.68)  0.276
C (1.94, 3.49, -2.00)  -0.943
C (-3.98, -3.03, 2.42)  -0.857
C (0.84, -1.07, -2.07)  0.860
H (6.00, 0.35, -2.44)  0.380
C (-3.44, -0.97, 3.52)  -1.050
C (-2.92, -0.46, 2.33)  0.780
H (-0.89, -1.72, -6.51)  0.423
C (-2.95, -1.23, 1.15)  -0.180
C (-0.35, 3.19, -0.43)  1.175
H (-3.54, -3.14, 0.33)  0.481
H (1.36, -0.23, 3.47)  0.156
C (-2.63, 0.72, -4.91)  -1.025
S (-2.74, -0.70, -0.58)  0.623
H (-1.25, -3.35, 4.02)  0.130
C (3.08, 1.02, 0.01)  -0.332
C (-3.98, -2.25, 3.59)  0.545
H (-2.60, 0.58, 2.30)  0.589
C (-4.54, -2.79, 4.88)  -1.424
C (4.12, 1.93, -0.11)  -0.702
O (1.01, -0.86, 0.62)  0.264
Ag (-0.77, -1.33, 1.89)  0.366
H (2.03, 5.50, -1.19)  0.437
H (-2.30, 1.43, -2.95)  0.402
C (-0.51, -1.04, -4.50)  0.717
H (-0.20, -4.08, 3.02)  0.214
H (0.10, 0.52, 4.17)  0.230
C (6.32, 2.70, -1.09)  -1.550
C (3.11, -0.13, -0.76)  1.054
H (1.64, 1.48, -2.63)  0.595
C (-2.28, 1.89, 0.24)  -0.953
H (-4.40, -4.03, 2.45)  0.417
C (-0.20, -0.19, -2.20)  -0.630
H (-3.74, -3.20, 5.51)  0.264
C (-2.24, -0.17, -5.94)  -0.673
N (-0.42, -3.19, 3.46)  -0.412
N (0.42, -0.37, 3.82)  -0.380
H (5.95, 3.72, -1.08)  0.354
H (0.86, -2.61, -5.10)  0.412
H (-2.77, -0.17, -6.88)  0.413
C (0.43, -1.38, 4.90)  -0.618
C (-1.74, 0.77, -0.44)  1.205
C (0.13, 2.10, -1.20)  0.477
H (0.87, -3.46, 5.15)  0.394
O (-4.09, -0.28, -1.04)  -0.707
C (-1.97, 0.73, -3.71)  -0.500
H (-0.55, -1.37, 5.38)  0.358
H (-3.45, -0.34, 4.41)  0.419
H (4.10, 2.84, 0.48)  0.421
C (5.18, 1.71, -0.99)  0.852
C (0.37, 4.41, -0.43)  -1.036
C (1.28, 2.29, -2.01)  -0.728
H (0.00, 5.23, 0.17)  0.466
H (1.17, -1.17, 5.66)  0.392
C (-1.20, -1.03, -5.73)  -0.968
C (-0.90, -0.16, -3.46)  1.297
C (-3.49, -2.53, 1.23)  -0.781
H (2.83, 3.61, -2.61)  0.497
C (4.16, -0.39, -1.63)  -0.530
H (6.99, 2.59, -0.23)  0.335
H (1.60, -2.73, 3.72)  0.344
C (0.57, -1.94, -4.30)  -1.112
C (0.69, -2.76, 4.33)  -0.564
H (6.90, 2.54, -1.99)  0.384
H (-3.26, 1.82, 0.68)  0.925
H (-3.45, 1.41, -5.08)  0.441
C (5.18, 0.54, -1.75)  -0.820
H (-5.26, -3.58, 4.70)  0.401
C (1.22, -1.96, -3.10)  -0.819
C (1.49, 4.55, -1.19)  -0.768
H (-1.99, 3.93, 0.78)  0.463
C (-0.59, 0.86, -1.19)  -0.141

[2]
Here is a 7-piece molecular cluster, C8H28N5O9 overall in a non-equilibrium geometry from the OMol25 dataset. Energies are from ωB97M-V/def2-TZVPD.

Summary:
Spin multiplicity = 2
Expectation value of S² = 0.76
Kohn-Sham gap (alpha / beta) = 7.86 / 3.43 eV
LUMO (alpha / beta) = -1.8 / -6.2 eV
Calculated total energy = -1272.28037 Ha

Last column: Mulliken spin population.
Geometry (Å):
N (-2.98, 0.25, -3.52)  0.003
H (0.22, -4.63, 1.36)  0.000
H (-3.61, 0.29, 4.65)  0.000
H (0.24, 3.96, 1.22)  0.000
H (4.20, -3.48, -1.50)  0.003
C (-0.93, 2.58, -0.99)  0.005
H (1.20, -2.43, 1.45)  -0.004
O (0.52, -1.42, -0.14)  0.313
N (-0.59, -1.01, -0.51)  -0.003
N (2.14, 0.00, 2.22)  0.005
H (1.62, 2.94, -1.74)  0.000
H (-0.55, -4.04, 2.85)  -0.001
C (-3.11, -0.42, 3.99)  0.000
H (-3.80, -0.62, 3.16)  0.000
N (-4.15, 0.34, -5.41)  0.000
O (-1.35, -0.48, 0.33)  0.412
H (-0.99, 3.42, -1.67)  -0.001
O (-1.84, 0.15, 3.67)  0.001
H (-0.80, -3.19, 1.47)  -0.002
H (0.34, 1.71, 0.56)  -0.005
C (0.81, 3.80, 0.30)  0.000
C (3.25, 0.70, 2.38)  -0.001
H (1.98, -0.42, 3.12)  -0.002
H (4.05, -2.18, -0.21)  0.000
O (-1.99, 0.03, -5.51)  0.000
H (-3.86, 0.38, -3.06)  0.000
O (1.36, 2.16, -1.24)  0.000
H (-3.10, -1.38, 4.50)  0.000
H (1.63, -0.27, 1.39)  -0.001
O (1.21, -3.01, 2.21)  0.007
N (3.51, 1.43, 1.34)  0.000
H (2.85, 1.41, 0.58)  0.000
H (1.79, -2.06, -1.21)  -0.002
H (-1.18, 1.71, -1.59)  -0.004
H (-1.76, 2.63, -0.29)  0.000
H (-2.18, 0.01, -2.96)  0.000
H (1.84, 3.98, 0.61)  0.000
C (-2.97, 0.24, -4.83)  0.000
H (-4.06, 0.34, -6.42)  0.000
O (2.53, -2.42, -1.69)  0.045
H (2.97, -3.66, -0.28)  0.005
O (-0.84, -0.99, -1.67)  0.223
H (-4.84, 0.81, -4.84)  0.000
H (4.45, 1.74, 1.16)  0.000
H (-1.61, -0.01, 2.76)  -0.004
H (0.55, 4.64, -0.35)  0.000
C (0.01, -3.74, 1.96)  -0.001
O (3.85, 0.72, 3.44)  0.003
C (0.40, 2.44, -0.24)  0.001
C (3.55, -2.92, -0.83)  0.000